Arrangement w

A structure of composition C29H58O13, computed with ωB97M-V/def2-TZVPD.

Positions of all 100 atoms, in Å:
O: 50.331 54.510 28.856
C: 49.558 55.392 29.199
O: 49.148 55.763 30.375
C: 49.696 55.083 31.515
C: 49.090 55.832 32.718
C: 49.088 56.391 28.103
H: 50.793 55.159 31.676
H: 49.312 54.081 31.484
H: 48.050 55.900 32.918
H: 49.390 56.946 32.594
H: 49.644 55.342 33.848
H: 48.270 56.848 28.492
H: 48.658 55.888 27.423
H: 49.831 57.064 27.933
O: 51.951 54.515 37.573
C: 52.376 54.003 36.506
O: 52.464 52.708 36.305
C: 52.049 51.858 37.244
C: 52.055 50.347 36.858
C: 52.745 54.885 35.302
H: 51.114 52.165 37.661
H: 52.738 51.880 38.146
H: 53.094 49.878 36.794
H: 51.589 50.235 35.807
H: 51.462 49.792 37.471
H: 53.088 55.885 35.470
H: 51.964 54.845 34.483
H: 53.509 54.274 35.051
O: 50.266 50.970 39.979
C: 49.817 49.947 40.497
O: 49.488 49.768 41.732
C: 49.742 50.752 42.744
C: 49.143 50.301 44.023
C: 49.589 48.603 39.752
H: 49.107 51.650 42.602
H: 50.894 50.892 42.720
H: 49.598 49.441 44.215
H: 48.226 50.333 43.857
H: 49.238 51.082 44.827
H: 48.625 48.289 39.905
H: 50.215 47.800 40.072
H: 49.762 48.767 38.670
O: 49.884 55.131 42.414
C: 50.653 55.280 41.493
O: 51.462 56.438 41.536
C: 51.378 57.340 42.541
C: 52.467 58.441 42.337
C: 50.806 54.384 40.352
H: 51.709 56.893 43.487
H: 50.440 57.582 42.783
H: 52.278 59.284 42.956
H: 52.343 58.905 41.432
H: 53.398 57.908 42.575
H: 50.515 55.091 39.607
H: 50.242 53.392 40.458
H: 51.818 54.174 40.032
O: 49.362 51.063 32.511
C: 50.475 51.251 31.996
O: 50.693 51.267 30.713
C: 49.620 51.065 29.694
C: 50.178 51.235 28.315
C: 51.699 51.565 32.766
H: 48.910 51.698 30.000
H: 49.144 50.144 29.796
H: 50.648 52.315 28.224
H: 49.296 51.320 27.661
H: 51.000 50.469 28.166
H: 52.232 52.356 32.469
H: 52.399 50.731 32.782
H: 51.568 51.612 33.785
C: 44.851 54.949 32.608
C: 45.234 53.684 31.894
O: 44.634 53.200 30.842
C: 46.433 52.907 32.433
H: 45.562 55.093 33.202
H: 44.064 54.339 33.255
H: 44.468 55.872 31.920
H: 46.281 52.823 33.460
H: 47.451 53.413 32.316
H: 46.308 51.819 32.044
C: 48.942 49.048 35.518
C: 47.482 48.738 35.515
O: 46.886 48.071 36.500
C: 46.741 49.199 34.306
H: 48.999 50.025 36.043
H: 49.460 49.276 34.694
H: 49.490 48.413 35.995
H: 46.716 48.627 33.117
H: 46.776 50.234 34.246
H: 45.582 49.224 34.399
C: 48.872 52.820 35.326
C: 48.137 53.645 36.427
O: 47.352 54.596 36.051
C: 48.598 53.355 37.819
H: 48.280 51.888 34.878
H: 49.723 52.311 35.783
H: 49.016 53.303 34.389
H: 48.260 53.945 38.365
H: 49.672 53.589 37.796
H: 48.387 52.309 38.127

- HOMO energy (eV) = -9.46
- frontier orbital gap (eV) = 9.860
- lowest unoccupied orbital energy (eV) = 0.402
- spin multiplicity = 1
- total charge = 0

Atom charges from the Mulliken analysis, given in e for atoms 1 to 4: atom 1 (O): -0.576, atom 2 (C): 0.721, atom 3 (O): -0.286, atom 4 (C): 0.684

---

Arrangement x

A cluster of 8 separate species, C29H58O13 in total, computed with ωB97M-V/def2-TZVPD.

Positions of all 100 atoms, in Å:
C: -5.384 56.156 35.819
C: -5.196 55.511 37.185
O: -5.370 56.581 38.215
C: -5.134 56.304 39.469
C: -5.587 57.366 40.339
O: -4.665 55.194 39.908
H: -5.011 55.347 35.152
H: -4.847 57.039 35.744
H: -6.273 56.688 35.524
H: -5.881 54.798 37.314
H: -4.315 54.931 37.232
H: -4.801 57.884 40.722
H: -6.145 57.144 41.246
H: -6.190 58.037 39.889
C: -3.974 58.683 33.749
C: -4.907 59.851 33.285
O: -6.114 59.749 34.031
C: -7.257 60.381 33.600
C: -8.557 59.981 34.239
O: -7.257 61.293 32.729
H: -4.335 57.746 33.655
H: -3.690 58.817 34.878
H: -3.044 58.841 33.116
H: -4.557 60.942 33.373
H: -5.041 59.751 32.166
H: -8.585 58.867 34.540
H: -9.233 60.019 33.430
H: -8.837 60.597 35.147
C: -0.096 56.025 29.716
C: -1.112 54.773 29.455
O: -0.428 53.495 29.718
C: -0.981 52.296 29.646
C: -0.168 51.082 30.014
O: -2.207 52.138 29.329
H: -0.704 56.960 29.585
H: 0.734 56.052 28.909
H: 0.387 55.986 30.576
H: -1.858 54.540 30.151
H: -1.573 54.761 28.437
H: -0.631 50.258 29.335
H: -0.609 50.848 30.965
H: 0.962 51.038 29.794
C: 2.257 54.286 33.020
C: 1.636 52.872 32.806
O: 1.034 52.417 34.045
C: 0.503 51.199 34.083
C: -0.266 51.037 35.371
O: 0.466 50.410 33.217
H: 1.552 55.217 33.411
H: 2.755 54.810 32.067
H: 3.147 54.153 33.686
H: 0.853 52.984 32.110
H: 2.456 52.253 32.296
H: 0.038 51.847 36.019
H: -0.614 50.176 35.766
H: -1.305 51.439 35.054
C: -1.299 58.523 37.558
C: 0.163 58.915 37.797
O: 0.851 58.050 36.810
C: 2.154 58.251 36.412
C: 2.644 57.299 35.348
O: 2.719 59.375 36.575
H: -1.536 58.511 36.475
H: -2.063 58.846 38.185
H: -1.460 57.467 37.771
H: 0.153 59.959 37.571
H: 0.651 58.971 38.845
H: 2.052 56.262 35.655
H: 3.710 57.237 35.517
H: 2.327 57.654 34.349
C: -2.593 53.993 33.147
C: -1.984 55.207 33.763
C: -1.164 55.174 35.042
O: -2.086 56.427 33.126
H: -2.132 52.938 33.350
H: -2.461 53.818 31.960
H: -3.595 53.882 33.596
H: -1.828 54.834 35.886
H: -0.815 56.104 35.321
H: -0.348 54.535 34.962
C: -5.054 51.854 31.225
C: -5.077 51.562 32.733
C: -6.427 51.710 33.530
O: -3.993 50.983 33.342
H: -4.286 51.776 30.672
H: -5.419 53.015 31.023
H: -5.960 51.328 30.772
H: -7.140 52.417 33.061
H: -6.420 51.817 34.560
H: -7.054 50.772 33.441
C: -3.420 51.863 37.031
C: -4.584 51.788 38.062
C: -4.090 51.871 39.512
O: -5.766 51.408 37.826
H: -2.931 50.812 36.971
H: -2.820 52.787 37.199
H: -3.816 52.066 36.117
H: -3.489 52.730 39.267
H: -3.447 51.005 39.902
H: -4.904 52.218 39.928

- HOMO energy (eV) = -9.54
- frontier orbital gap (eV) = 9.753
- lowest unoccupied orbital energy (eV) = 0.210
- structure (SMILES) = CCOC(C)=O.CCOC(C)=O.CCOC(C)=O.CCOC(C)=O.CCOC(C)=O.CC(C)=O.CC(C)=O.CC(C)=O
- spin multiplicity = 1
- total charge = 0

Atom charges from the Mulliken analysis, given in e for atoms 1 to 4: atom 1 (C): -1.129, atom 2 (C): -0.464, atom 3 (O): -0.252, atom 4 (C): 0.798

---

Relative energy table, unit kcal/mol: arrangement w 23.4; arrangement x 0.0

---

Arrangement w

The molecule C3H6O2, computed with ωB97M-V/def2-TZVPD.

Positions of all 11 atoms, in Å:
O: -0.071 0.345 2.004
C: -0.553 -0.351 1.134
C: -0.850 0.186 -0.243
C: 0.553 0.180 -0.918
O: 1.509 -0.486 -0.110
H: -0.684 -1.436 1.294
H: -1.575 -0.440 -0.774
H: -1.260 1.196 -0.149
H: 0.521 -0.375 -1.856
H: 0.885 1.203 -1.126
H: 1.525 -0.021 0.744

- HOMO energy (eV) = -10.11
- frontier orbital gap (eV) = 11.031
- lowest unoccupied orbital energy (eV) = 0.921
- structure (SMILES) = O=CCCO
- spin multiplicity = 1
- total charge = 0

Atom charges from the natural (NBO) analysis, given in e for atoms 1 to 4: atom 1 (O): -0.559, atom 2 (C): 0.459, atom 3 (C): -0.549, atom 4 (C): -0.054

---

Arrangement x

The molecule C3H6O2, computed with ωB97M-V/def2-TZVPD.

Positions of all 11 atoms, in Å:
C: 1.335 0.476 -0.699
C: -0.120 0.594 -0.068
O: 0.347 0.902 1.019
C: -1.320 -0.417 0.044
O: -1.103 -1.163 1.218
H: 1.616 1.429 -1.130
H: 1.170 -0.341 -1.364
H: 2.139 0.168 0.028
H: -1.356 -1.089 -0.818
H: -2.286 0.103 0.091
H: -0.419 -0.670 1.704

- HOMO energy (eV) = -9.27
- frontier orbital gap (eV) = 9.282
- lowest unoccupied orbital energy (eV) = 0.016
- structure (SMILES) = CC(=O)CO
- spin multiplicity = 1
- total charge = 0

Atom charges from the natural (NBO) analysis, given in e for atoms 1 to 4: atom 1 (C): -0.630, atom 2 (C): 0.513, atom 3 (O): -0.546, atom 4 (C): -0.147

---

Arrangement y

A cluster of 2 separate species, C3H6O2 in total, computed with ωB97M-V/def2-TZVPD.

Positions of all 11 atoms, in Å:
O: -1.624 -0.667 -2.413
C: -0.736 0.024 -1.999
O: 0.677 -0.132 -2.289
H: -0.932 0.985 -1.455
H: 0.815 -0.921 -1.805
C: 0.704 0.701 1.609
C: -0.167 -0.363 1.699
H: 0.482 1.749 1.426
H: 1.734 0.330 1.576
H: -1.248 -0.308 1.986
H: 0.294 -1.398 1.665

- HOMO energy (eV) = -10.26
- frontier orbital gap (eV) = 11.089
- lowest unoccupied orbital energy (eV) = 0.833
- structure (SMILES) = O=CO.C=C
- spin multiplicity = 1
- total charge = 0

Atom charges from the natural (NBO) analysis, given in e for atoms 1 to 4: atom 1 (O): -0.516, atom 2 (C): 0.644, atom 3 (O): -0.724, atom 4 (H): 0.116

---

Relative energy table, unit kcal/mol: arrangement w 0.0; arrangement x 46.5; arrangement y 21.0

---

Arrangement w

The molecule C3H6O2, computed with ωB97M-V/def2-TZVPD.

Positions of all 11 atoms, in Å:
C: 1.235 -0.396 0.009
C: -0.011 0.457 0.259
O: -0.181 1.452 -0.706
C: -1.264 -0.376 0.219
O: -2.078 -0.256 -0.671
H: 2.119 0.249 0.013
H: 1.363 -1.165 0.779
H: 1.172 -0.883 -0.969
H: 0.059 0.880 1.276
H: -0.972 1.133 -1.225
H: -1.440 -1.097 1.015

- HOMO energy (eV) = -10.52
- frontier orbital gap (eV) = 11.266
- lowest unoccupied orbital energy (eV) = 0.746
- structure (SMILES) = C[C@@H](O)C=O
- spin multiplicity = 1
- total charge = 0

Atom charges from the natural (NBO) analysis, given in e for atoms 1 to 4: atom 1 (C): -0.622, atom 2 (C): -0.011, atom 3 (O): -0.713, atom 4 (C): 0.426

---

Arrangement x

A cluster of 2 separate species, C3H6O2 in total, computed with ωB97M-V/def2-TZVPD.

Positions of all 11 atoms, in Å:
C: -0.202 1.108 0.544
C: 0.804 0.975 -0.363
C: 1.831 -0.084 -0.236
O: 1.613 -1.335 -0.069
O: -1.507 -1.483 -0.278
H: -0.635 2.079 0.464
H: -0.343 0.375 1.264
H: 1.161 1.838 -0.844
H: -1.619 -0.944 0.524
H: 0.659 -1.683 -0.107
H: -1.761 -0.845 -0.898

- HOMO energy (eV) = -7.81
- frontier orbital gap (eV) = 7.950
- lowest unoccupied orbital energy (eV) = 0.144
- spin multiplicity = 1
- total charge = 0

Atom charges from the natural (NBO) analysis, given in e for atoms 1 to 4: atom 1 (C): -0.412, atom 2 (C): -0.340, atom 3 (C): 0.270, atom 4 (O): -0.628

---

Relative energy table, unit kcal/mol: arrangement w 0.0; arrangement x 79.9

---

Arrangement w

A cluster of 2 separate species, C3H6O2 in total, computed with ωB97M-V/def2-TZVPD.

Positions of all 11 atoms, in Å:
C: 0.893 -0.567 0.354
C: -0.525 -0.593 0.901
O: -1.172 0.454 0.076
C: -0.201 1.187 -0.399
O: 0.974 0.803 -0.121
H: 0.408 -0.850 -1.837
H: 1.700 -0.708 1.064
H: -1.062 -1.525 0.712
H: -0.691 -0.290 1.952
H: 0.094 -0.453 -2.416
H: -0.404 2.114 -0.912

- HOMO energy (eV) = -6.97
- frontier orbital gap (eV) = 7.724
- lowest unoccupied orbital energy (eV) = 0.754
- spin multiplicity = 1
- total charge = 0

Atom charges from the natural (NBO) analysis, given in e for atoms 1 to 4: atom 1 (C): -0.301, atom 2 (C): -0.122, atom 3 (O): -0.449, atom 4 (C): 0.570

---

Arrangement x

A cluster of 2 separate species, C3H6O2 in total, computed with ωB97M-V/def2-TZVPD.

Positions of all 11 atoms, in Å:
C: -1.956 -0.447 1.158
C: -1.607 -0.132 -0.072
O: -0.239 -0.097 -0.369
H: -3.056 -0.470 1.409
H: -1.116 -0.490 1.918
H: -2.310 0.214 -0.913
H: -0.166 0.536 -1.053
C: 2.587 0.266 -0.488
O: 2.057 -0.072 -1.534
H: 2.122 0.608 0.461
H: 3.683 0.084 -0.517

- HOMO energy (eV) = -9.14
- frontier orbital gap (eV) = 9.978
- lowest unoccupied orbital energy (eV) = 0.842
- structure (SMILES) = C=CO.C=O
- spin multiplicity = 1
- total charge = 0

Atom charges from the natural (NBO) analysis, given in e for atoms 1 to 4: atom 1 (C): -0.512, atom 2 (C): 0.117, atom 3 (O): -0.698, atom 4 (H): 0.216

---

Relative energy table, unit kcal/mol: arrangement w 51.7; arrangement x 0.0